Record 1
A structure of composition C35H35AsIrN4O7, computed with the ωB97M-V functional and the def2-TZVPD basis.

The geometry in XYZ format:
```
83
Properties=species:S:1:pos:R:3:mulliken_spin:R:1
Ir 0.63818 -0.11655 0.99353 2.4803
O 2.82342 -3.83512 0.65524 0.0049
C 2.08213 -2.78398 0.95475 0.0191
O 1.63527 -1.95311 0.14726 0.1373
C 1.86053 -2.61091 2.37876 -0.0004
C 2.44705 -3.37087 3.37813 -0.0006
C 2.25369 -2.99723 4.70728 0.0071
C 1.45610 -1.87800 4.96128 -0.0013
C 0.85655 -1.17081 3.89522 -0.0031
N 1.05825 -1.49294 2.57754 0.0984
C -0.04828 -0.01899 4.04827 0.0483
O -0.46275 0.27492 5.29166 0.0042
O -0.42836 0.61774 3.07742 0.1283
H 2.99514 -3.96744 -0.31512 -0.0022
H 3.07372 -4.23151 3.16676 0.0012
H 2.68939 -3.57399 5.51639 -0.0005
H 1.35565 -1.56558 5.99410 0.0008
H -0.13823 -0.39158 5.95088 0.0021
O -0.38309 -0.30583 -0.76655 0.2372
As -1.79218 -0.84833 -1.51170 0.0476
C -2.77985 0.54482 -2.47902 0.0146
C -2.30280 0.99672 -3.70764 -0.0007
C -2.98873 1.97697 -4.40896 -0.0006
C -4.15792 2.54544 -3.89632 0.0024
C -4.61119 2.10178 -2.67193 -0.0007
C -3.95356 1.08674 -1.97394 0.0012
C -1.64090 -2.22406 -2.93342 0.0151
C -0.33764 -2.61566 -3.21518 0.0013
C -0.10448 -3.58374 -4.19860 0.0002
C -1.13803 -4.15821 -4.91130 0.0001
C -2.44395 -3.72929 -4.63472 0.0006
C -2.69889 -2.76484 -3.66287 -0.0006
C -2.94557 -1.61339 -0.12976 0.0385
C -2.32202 -1.82160 1.10741 0.0378
C -2.99039 -2.48768 2.11590 0.0239
C -4.27711 -2.96469 1.89893 0.0029
C -4.90727 -2.75040 0.67346 -0.0019
C -4.23250 -2.08982 -0.35209 0.0045
H -1.38793 0.56879 -4.09352 -0.0007
H -2.55600 2.28800 -5.35357 0.0000
H -4.71032 3.29442 -4.46430 0.0001
H -5.48729 2.54070 -2.21364 -0.0001
H -4.39426 0.75990 -1.02246 0.0000
H 0.47132 -2.12177 -2.70288 -0.0043
H 0.92367 -3.83156 -4.42770 0.0000
H -0.93820 -4.89802 -5.67425 0.0001
H -3.28430 -4.13906 -5.19102 0.0001
H -3.70879 -2.41976 -3.48533 0.0003
H -1.33785 -1.37729 1.27686 0.1470
H -2.54461 -2.64029 3.07825 -0.0001
H -4.77289 -3.49094 2.70613 0.0005
H -5.91584 -3.11812 0.53016 0.0002
H -4.72290 -1.88045 -1.30553 0.0003
N -1.63089 5.52699 0.03060 0.0213
C -1.09134 4.32144 0.30279 0.0161
C 0.26377 4.17754 0.69920 0.0027
C 0.74976 2.91851 0.98929 -0.0055
N -0.03875 1.79362 0.82425 0.1402
C -1.39175 1.94824 0.55151 0.0106
C -1.93202 3.16740 0.24444 0.0127
H -1.13373 6.38291 0.24363 -0.0009
H -2.64117 5.62176 -0.14843 -0.0010
H 0.90628 5.04838 0.73252 0.0007
H 1.72713 2.76554 1.44946 0.0040
H -2.02651 1.07490 0.69724 -0.0079
H -2.97642 3.25792 -0.07443 0.0001
O 2.70983 0.36196 2.04564 0.1230
C 3.24698 0.61111 0.88507 0.0433
O 2.53415 0.58269 -0.21994 0.1385
C 4.72090 0.92587 0.80552 0.0014
N 5.10396 1.37699 -0.62256 0.0050
C 5.60166 2.82610 -0.57173 0.0003
C 5.18109 3.33283 0.81268 0.0001
C 5.20586 2.05984 1.70778 0.0015
H 5.27747 -0.02385 1.02911 0.0000
H 4.23264 1.32332 -1.18576 0.0024
H 5.79877 0.75233 -1.02993 0.0003
H 5.15373 3.38714 -1.42435 -0.0001
H 6.70494 2.78045 -0.70627 0.0000
H 4.18707 3.82902 0.74151 0.0001
H 5.84757 4.11603 1.17106 0.0000
H 4.66481 2.13835 2.65591 -0.0004
H 6.27101 1.85113 1.98594 0.0005
```

Calculated values
E_LUMO (alpha / beta) (eV): -8.89 / -9.57
<S²>: 6.010
Net charge: +3
Spin multiplicity: 5
Kohn-Sham gap (alpha / beta) (eV): 6.6 / 6.1

Record 2
A structure of composition C7H13AuF6N4OP, computed with the ωB97M-V functional and the def2-TZVPD basis.

The geometry in XYZ format:
```
33
Properties=species:S:1:pos:R:3:mulliken_spin:R:1
Au -1.35208 -2.44034 -0.57142 0.4119
C -4.27311 -3.02799 0.11849 0.1633
C -3.16674 -3.31890 -0.85798 0.1307
O -3.22640 -3.99177 -1.82708 0.3587
H -5.11830 -3.68336 -0.08294 0.0093
H -4.54814 -1.98158 -0.02084 -0.0070
H -3.92003 -3.12754 1.14158 -0.0093
F -2.80862 -0.33679 -1.32550 0.0028
P -2.72161 0.81667 -0.13466 -0.0004
F -4.23577 1.21245 -0.42080 0.0006
F -2.59446 1.87538 1.05322 -0.0001
F -3.19398 -0.33302 0.92541 0.0013
F -1.16576 0.32584 0.14703 0.0043
F -2.17097 1.86234 -1.20504 0.0004
C 1.63508 2.33569 0.92284 0.0001
C 2.99896 1.83130 0.45041 -0.0001
C 3.15879 2.01404 -1.05718 -0.0001
C 3.24767 0.37745 0.86123 0.0002
N 2.31720 -0.54677 0.21672 0.0016
C 1.05906 -0.83128 0.51493 -0.0076
N 0.64277 -1.72006 -0.35669 -0.0571
N 1.67669 -1.99378 -1.18477 -0.0029
N 2.68736 -1.29572 -0.84168 0.0022
H 1.54587 3.40523 0.73467 0.0000
H 1.49410 2.17468 1.99467 0.0000
H 0.81775 1.84925 0.38436 -0.0002
H 3.77858 2.40381 0.96070 0.0000
H 2.37219 1.48522 -1.59990 0.0001
H 4.12430 1.64538 -1.40847 0.0000
H 3.08236 3.07014 -1.31637 0.0000
H 3.14739 0.25629 1.93924 -0.0001
H 4.24213 0.05647 0.56009 0.0000
H 0.46770 -0.36872 1.28573 -0.0028
```

Calculated values
E_LUMO (alpha / beta) (eV): 0.19 / -2.80
<S²>: 0.757
Spin multiplicity: 2
Kohn-Sham gap (alpha / beta) (eV): 10.0 / 8.1

Record 3
A cluster of 2 separate species, C9H11N2O3 in total, computed with the ωB97M-V functional and the def2-TZVPD basis.

The geometry in XYZ format:
```
25
Properties=species:S:1:pos:R:3:lowdin_charge:R:1
C -4.05775 -0.52312 -0.41374 -0.1129
C -3.61439 -1.47516 0.48831 -0.1278
C -3.12055 0.42472 -0.80586 -0.1219
C -2.25488 -1.62496 0.77129 -0.0221
C -1.80758 0.43313 -0.46951 -0.0158
C -1.33352 -0.68747 0.23405 -0.2530
C 3.63901 -0.52800 0.30774 -0.1338
C 2.23584 -0.48398 0.98637 -0.2512
C 1.14118 -0.91018 0.02225 0.0144
N 1.08145 1.58692 -1.33933 0.0612
N 1.78753 2.58756 -0.96184 -0.5837
O 3.01516 2.42410 -0.57218 -0.1542
O 1.24148 3.71165 -0.83423 -0.1215
O -0.03714 -0.71478 0.65393 -0.0664
H -5.07084 -0.50058 -0.81989 0.0962
H -4.30657 -2.18853 0.94419 0.0948
H -3.41464 1.42020 -1.23135 0.1208
H -1.93912 -2.47280 1.49526 0.1364
H -1.07236 1.19816 -0.85749 0.1107
H 3.87252 -1.57970 0.22298 0.0562
H 3.62552 -0.00584 -0.61990 0.0425
H 4.41192 -0.13256 0.84748 0.0316
H 2.32245 -1.18669 1.92998 0.1414
H 2.17913 0.54683 1.28330 0.0900
H 1.47616 0.68109 -1.26181 -0.0318
```

Calculated values
E_LUMO (eV): 3.14
Net charge: -1
Spin multiplicity: 1
Kohn-Sham gap (eV): 7.6

Across the entries above, max |F| takes the values 4.487, 0.389, 3.285 eV/A, respectively.
Across the entries above, total energy takes the values -4439.591675, -1645.190039, -684.575976 a.u., respectively.